Record 1
This record from the Open Molecules 2025 dataset describes a molecular structure, C7H16BeNO2 in a non-equilibrium geometry. The level of theory is wB97M-V/def2-TZVPD.

Structure (XYZ):
```
27
Properties=species:S:1:pos:R:3:forces:R:3
C 4.3117 -0.2980 -0.2397 -0.150 -0.285 0.304
C 2.8506 -0.5754 0.0399 0.408 0.409 0.086
O 2.0821 0.6371 -0.0978 -0.049 -0.454 -0.348
C 0.9050 0.6295 0.6445 -0.390 0.115 -0.756
C -0.2357 1.3223 -0.1492 -0.299 1.411 -1.497
C -0.9840 0.3424 -1.0517 1.479 -3.967 3.768
N -0.2450 -0.6553 -1.5690 0.844 2.316 -0.732
C -2.1874 -0.2999 -0.4227 -1.181 1.322 -1.018
O -3.1862 0.6421 -0.1705 0.017 -0.188 0.043
C -4.3275 0.0281 0.4514 0.204 -0.105 0.038
H 4.8100 -1.2430 -0.4414 0.078 -0.075 -0.098
H 4.7675 0.1053 0.6589 0.161 0.334 -0.104
H 4.4553 0.3619 -1.0875 -0.015 0.114 -0.072
H 2.7599 -0.9099 1.0718 -0.138 -0.330 0.010
H 2.4749 -1.3362 -0.6501 -0.215 -0.066 0.043
H 1.0129 1.2045 1.5664 0.135 0.057 0.086
H 0.5657 -0.3754 0.9089 0.253 -0.158 0.202
H -0.9701 1.7144 0.5767 0.009 0.271 -0.758
H 0.2163 2.1215 -0.7384 -0.017 0.424 0.372
H 0.6574 -0.3531 -1.9262 0.204 -0.195 0.269
H -0.1852 -1.5045 -1.0181 -0.844 -0.688 -0.895
H -1.8529 -0.7387 0.5493 0.344 -0.093 -0.195
H -2.5451 -1.0653 -1.1135 -0.112 -0.318 0.228
H -4.3973 -1.0276 0.1906 0.000 -0.065 -0.161
H -5.2195 0.5257 0.0954 -0.054 0.221 0.079
H -4.2268 0.0931 1.5324 -0.156 0.112 0.118
Be -1.3066 0.6543 2.3896 -0.515 -0.119 0.987
```
Forces are in eV/Å.

total energy	-495.83778	Eh
HOMO-LUMO gap	5.344	eV
molar mass	155.22	g mol⁻¹
max |F|	0.1102	hartree/bohr
total charge	+1

---

Record 2
This record from the Open Molecules 2025 dataset describes 13 unconnected molecules or ions with the total composition C126H126N6O16 in a non-equilibrium geometry. The level of theory is wB97M-V/def2-TZVPD.

Structure (XYZ):
```
274
Properties=species:S:1:pos:R:3:forces:R:3
C 4.4117 2.7628 3.1758 0.413 0.289 0.120
C 5.0967 1.5197 2.6274 -1.831 -0.967 -1.173
N 4.6721 1.2118 1.2098 2.224 1.532 -0.722
C 5.0505 2.3442 0.3083 -0.315 -1.684 -0.540
C 6.5335 2.5683 0.1865 0.217 0.464 -0.336
C 3.3233 0.7766 0.9596 0.191 -0.133 0.879
C 2.9276 -0.3612 1.8792 -1.639 -0.305 -1.028
H 5.1910 3.5249 3.1646 -0.370 0.510 0.423
H 4.0283 2.6197 4.1861 0.202 0.158 0.068
H 3.5853 3.1165 2.5594 0.038 -0.197 -0.104
H 6.1777 1.6393 2.7004 -0.102 -0.290 -0.318
H 4.8053 0.6274 3.1814 0.265 0.069 0.218
H 4.7748 2.0694 -0.7098 -0.396 -0.445 -0.087
H 4.4805 3.2658 0.4259 -0.084 0.375 0.754
H 7.0111 2.8410 1.1276 0.210 -0.055 -0.148
H 7.0321 1.7406 -0.3180 -0.025 -0.394 0.580
H 6.6728 3.3651 -0.5441 0.095 0.493 0.229
H 3.1545 0.3913 -0.0460 0.781 0.092 -0.384
H 2.6354 1.6215 0.9929 -0.541 0.231 0.490
H 1.9864 -0.7104 1.4546 -0.819 0.279 0.297
H 2.7243 -0.0872 2.9144 0.452 -0.320 0.030
H 3.4496 -1.2940 1.6655 1.029 0.341 0.756
C -0.4830 3.8786 -3.8601 -0.855 -1.793 -0.899
C -0.5445 4.5875 -5.2259 0.537 2.183 0.828
N -0.0127 4.0584 -6.4526 -0.344 -1.513 -0.155
C -0.7658 2.7695 -6.6338 1.612 0.119 -1.712
C -0.1148 1.7965 -7.6660 -1.576 1.063 0.178
C -0.0677 5.1088 -7.5665 2.386 -1.290 0.136
C 1.1549 6.0684 -7.3517 -1.478 -0.317 0.508
H 0.3664 3.2010 -3.7741 0.348 0.609 0.135
H -1.3079 3.1707 -3.7801 -0.318 -0.077 0.016
H -0.6108 4.5161 -2.9852 0.423 0.370 -0.335
H -1.5632 4.8612 -5.5006 -0.552 0.504 0.806
H 0.0642 5.4683 -5.0217 -0.446 0.631 -0.211
H -0.8674 2.1792 -5.7232 0.145 0.641 0.370
H -1.7662 3.0094 -6.9939 -0.399 -0.115 -0.032
H -0.9217 1.0736 -7.7863 0.313 -0.517 -0.332
H -0.0562 2.3608 -8.5967 0.430 -0.342 -0.198
H 0.8152 1.2928 -7.4025 -0.124 0.390 0.097
H -0.9703 5.6680 -7.8130 -0.585 -0.090 0.889
H 0.1760 4.6095 -8.5042 -0.173 -0.492 0.066
H 1.2720 6.7755 -8.1728 0.036 -0.160 -0.091
H 2.0543 5.4788 -7.1738 -0.046 0.090 -0.131
H 0.9095 6.6461 -6.4606 0.442 0.242 0.067
C -3.9221 0.8234 -4.5417 -0.600 0.089 -0.051
C -5.3566 0.3462 -4.1484 0.660 0.432 0.108
N -5.3725 -0.9270 -3.4402 -0.272 -1.297 -0.447
C -4.8845 -2.0223 -4.2656 0.171 -0.145 2.076
C -5.6636 -2.2082 -5.4824 0.002 -1.005 -2.121
C -4.6761 -0.9829 -2.1918 -0.744 2.095 1.499
C -5.5753 -0.3501 -1.1228 0.557 -0.551 -0.237
H -3.3257 1.1599 -3.6937 -0.120 -0.230 0.287
H -3.9448 1.7027 -5.1854 -0.176 -0.139 -0.319
H -3.3742 0.0134 -5.0232 0.051 0.133 -0.169
H -5.8624 1.1449 -3.6059 0.186 -0.128 0.680
H -6.0537 0.2611 -4.9820 0.526 -0.239 -0.477
H -3.7961 -2.0151 -4.3233 0.380 0.531 -0.973
H -4.9564 -2.9800 -3.7501 -0.500 0.258 0.968
H -5.8229 -3.2862 -5.5073 -0.150 -0.036 -0.814
H -6.6592 -1.7678 -5.5371 0.252 0.283 0.316
H -5.0531 -1.9133 -6.3358 -0.466 0.011 -0.444
H -3.8401 -0.2846 -2.2333 0.967 -0.598 0.084
H -4.4126 -1.9805 -1.8405 0.220 -0.023 -0.677
H -5.0650 -0.3954 -0.1607 -0.128 0.202 0.210
H -6.4910 -0.9405 -1.0894 -0.232 0.393 0.120
H -5.7237 0.6881 -1.4201 -0.471 -0.021 0.364
C 5.7050 2.0710 -5.1200 0.347 -0.928 -1.392
C 5.5025 3.5107 -4.7546 -0.666 0.972 1.386
N 4.1688 4.0611 -5.1027 0.221 0.082 -0.415
C 4.1380 5.5697 -4.9972 0.897 -1.843 0.011
C 5.1128 6.3125 -5.9830 -1.183 -0.107 1.217
C 3.1169 3.4074 -4.2709 0.034 1.823 0.392
C 3.0423 3.8915 -2.8053 0.501 -0.443 0.325
H 4.9660 1.7468 -5.8527 -0.120 0.213 -0.204
H 5.7093 1.2558 -4.3964 -0.062 0.573 0.660
H 6.6606 2.0117 -5.6410 0.083 -0.293 -0.022
H 5.6442 3.6500 -3.6828 -0.019 -0.179 0.678
H 6.3318 4.1268 -5.1024 -0.410 0.041 -0.797
H 4.4546 5.7620 -3.9720 0.267 0.703 0.205
H 3.0844 5.8488 -5.0128 0.054 0.261 -0.574
H 4.8478 7.3672 -5.9096 -0.009 0.123 -0.184
H 5.0500 6.0067 -7.0273 -0.026 -0.222 0.178
H 6.1279 6.2540 -5.5902 0.045 -0.202 -0.283
H 2.1343 3.7080 -4.6347 0.142 -0.302 -0.862
H 3.2203 2.3229 -4.3064 0.069 0.116 -0.089
H 3.8862 3.5213 -2.2231 -0.043 -0.025 0.196
H 3.0201 4.9720 -2.6635 0.036 0.105 -0.368
H 2.1197 3.5445 -2.3401 0.029 -0.315 0.048
O -5.1432 3.9716 6.4871 1.157 0.217 0.342
C -4.0334 4.0786 5.9430 -4.315 -2.507 0.535
N -3.6098 5.2520 5.5542 1.977 2.110 -0.926
C -3.3737 2.8424 5.4257 0.788 -0.118 -0.145
H -4.1793 6.0696 5.7196 0.084 -0.240 0.008
H -2.8700 5.2850 4.8674 -0.101 0.332 0.197
H -3.9932 1.9525 5.5367 -0.118 0.356 0.334
H -2.4099 2.6549 5.8988 0.144 -0.043 -0.253
H -3.2493 3.0048 4.3550 0.469 -0.155 -0.144
O 5.9169 5.9759 4.6787 0.457 -2.139 -0.791
C 5.1238 6.8741 4.6425 -0.969 -0.750 0.270
N 5.4911 7.9851 5.2980 -1.482 1.557 -0.240
C 3.6742 6.7617 4.0004 1.968 1.216 0.549
H 6.3037 7.9179 5.8940 -0.156 0.345 -0.297
H 4.9097 8.8010 5.1703 0.522 0.138 0.636
H 2.9970 6.1820 4.6277 0.384 -0.180 -0.074
H 3.8077 6.3607 2.9957 -0.252 -0.094 0.105
H 3.2963 7.7834 3.9639 -0.331 -0.048 -0.320
C -0.4632 -4.3755 -0.3113 1.324 0.898 0.662
C 0.9180 -4.3775 0.0613 -1.425 -1.149 -0.054
C 1.5314 -5.5980 0.3810 -0.710 0.379 -0.778
C 0.8238 -6.8520 0.3191 -0.394 3.419 -0.873
C -0.5524 -6.7949 -0.0279 1.467 1.270 0.586
C -1.1673 -5.5217 -0.2648 -0.308 -3.384 0.170
C -1.3268 -8.0366 -0.1837 -0.099 -0.514 0.091
O -2.4395 -8.0271 -0.6700 -0.146 -0.150 0.128
C -0.6528 -9.3148 0.2394 -2.079 -0.404 0.363
C -1.4466 -10.4996 0.4456 2.176 1.532 -0.690
C -0.7087 -11.6335 0.7336 -1.532 -0.888 -0.367
C 0.6455 -11.6811 0.7349 2.623 1.610 0.995
C 1.4202 -10.4746 0.6970 -1.541 -2.354 -0.899
C 0.7197 -9.3152 0.4505 1.866 0.392 0.161
C 1.5870 -8.0657 0.4350 3.012 -1.068 0.631
O 2.8600 -8.0722 0.5752 -4.561 -0.287 -0.542
H -0.9917 -3.4799 -0.6029 0.209 0.279 0.152
H 1.4063 -3.4161 0.1223 0.426 -0.149 -0.103
H 2.6023 -5.5764 0.5187 0.012 -0.346 0.387
H -2.2318 -5.6483 -0.3960 -0.188 0.645 -0.425
H -2.5076 -10.5624 0.2539 -0.037 0.375 0.153
H -1.2065 -12.5846 0.8521 -0.342 -0.044 0.067
H 1.1389 -12.6232 0.9229 0.087 -0.082 -0.144
H 2.4991 -10.4852 0.6507 0.009 0.095 0.412
C -9.1437 -5.0821 1.5138 -0.855 -1.254 0.443
C -8.1461 -5.4614 2.3802 0.921 0.681 0.671
C -7.2577 -4.4938 2.8440 -0.281 0.158 -1.435
C -7.2994 -3.1565 2.3325 -0.188 -1.055 0.029
C -8.3457 -2.7450 1.4338 0.122 -3.138 0.913
C -9.2436 -3.8156 1.0764 0.590 3.728 -0.978
C -8.5450 -1.3506 1.0033 -1.029 2.486 -0.719
O -9.5186 -0.8919 0.3453 2.974 -1.873 1.830
C -7.4788 -0.3900 1.5978 -0.775 1.051 0.171
C -7.5910 1.0054 1.3358 -0.227 -0.096 0.989
C -6.8236 1.9639 2.0166 0.882 -0.963 -0.347
C -5.8112 1.5452 2.8937 -1.123 -0.850 -0.617
C -5.6913 0.1823 3.1605 -0.039 0.643 -0.278
C -6.5306 -0.7956 2.5600 1.335 0.610 -0.497
C -6.2333 -2.2407 2.8103 0.634 0.614 2.317
O -5.2739 -2.5766 3.5436 -2.142 0.263 -2.022
H -9.9585 -5.7515 1.2803 0.217 -0.340 -0.367
H -7.9939 -6.4794 2.7070 -0.310 -0.098 0.042
H -6.4924 -4.8764 3.5030 0.298 0.708 0.132
H -9.9903 -3.5227 0.3531 -0.382 -0.120 0.102
H -8.3933 1.3779 0.7162 0.011 -0.302 -0.338
H -6.8775 3.0209 1.8017 -0.456 0.033 -0.139
H -5.1366 2.2464 3.3626 -0.119 0.050 0.047
H -4.8806 -0.0017 3.8500 -0.119 -1.037 0.035
C 8.9896 6.2385 0.8949 0.443 0.109 -1.209
C 7.9121 5.7738 1.5908 -0.897 -0.560 0.038
C 6.6195 5.8903 1.0674 0.297 -0.134 0.114
C 6.3785 6.6186 -0.0984 0.237 -0.970 -0.065
C 7.5032 7.0014 -0.8717 -0.604 0.571 0.813
C 8.7928 6.8149 -0.3600 -0.434 -0.259 -0.525
C 7.3043 7.7860 -2.1246 1.335 1.064 -0.636
O 8.2762 8.1540 -2.7920 -1.570 -0.653 0.640
C 5.9046 8.2651 -2.4444 -0.061 -0.142 0.615
C 5.6875 9.1781 -3.4755 -0.685 0.373 -1.159
C 4.3943 9.5985 -3.8498 1.492 -0.420 0.823
C 3.3439 9.1300 -3.0759 -0.597 2.266 -2.851
C 3.5278 8.3435 -2.0428 0.803 -2.622 2.669
C 4.8193 7.8610 -1.6608 -1.286 -0.197 -0.714
C 4.9556 6.8882 -0.5269 -0.156 0.935 0.707
O 3.9730 6.5438 0.1243 1.075 -0.143 -0.674
H 9.9826 5.9841 1.2349 0.143 0.340 0.077
H 8.1087 5.1984 2.4834 -0.344 0.021 0.201
H 5.8396 5.2904 1.5127 -0.374 0.470 0.296
H 9.6041 7.0469 -1.0341 0.196 0.229 0.187
H 6.5335 9.5132 -4.0573 0.171 -0.019 0.048
H 4.2180 10.2761 -4.6721 0.189 -0.018 -0.073
H 2.3218 9.3954 -3.3023 -0.045 0.220 -0.270
H 2.5701 8.0578 -1.6334 0.483 -0.602 1.049
C -5.1195 -13.2647 1.3975 0.168 -0.098 0.164
C -5.9700 -12.7407 0.4269 0.650 0.895 0.806
C -6.1605 -11.3548 0.4214 -0.050 -0.408 -0.619
C -5.4553 -10.4684 1.2685 -0.014 -0.460 -1.002
C -4.5772 -11.0376 2.1824 0.673 -1.023 1.703
C -4.4284 -12.4521 2.2757 -0.578 0.826 -0.638
C -3.8069 -10.1852 3.1895 0.437 -1.603 -0.513
O -3.2063 -10.6495 4.1437 -0.595 -0.043 -0.545
C -3.7250 -8.7878 2.8560 0.609 3.464 0.275
C -2.7885 -7.9245 3.5309 -0.935 0.987 -0.951
C -2.7684 -6.5377 3.2761 0.326 -1.206 0.645
C -3.6461 -5.9301 2.4106 -0.013 -0.520 0.052
C -4.4973 -6.7597 1.7111 -0.380 -0.395 -0.734
C -4.5790 -8.1578 1.8952 0.914 0.417 0.269
C -5.4931 -8.9660 1.0253 -1.751 -0.046 -0.550
O -6.2809 -8.4815 0.1982 1.753 -0.731 1.616
H -4.9618 -14.3258 1.5220 -0.082 -0.188 -0.341
H -6.3769 -13.3960 -0.3290 -0.417 0.161 0.061
H -6.8472 -11.0089 -0.3370 0.087 0.619 0.050
H -3.7730 -12.9787 2.9535 0.145 0.663 0.399
H -2.0318 -8.1089 4.2791 -0.292 -1.442 -0.016
H -2.0069 -6.0149 3.8358 -0.082 0.479 -0.088
H -3.6674 -4.8599 2.2672 0.042 0.053 -0.101
H -5.0492 -6.2853 0.9131 -0.536 -0.314 -0.030
C -2.4868 -1.9919 2.9978 0.887 1.068 -0.400
C -2.7624 -1.9314 1.6347 -0.176 -0.038 0.124
C -2.2780 -0.9253 0.8145 0.732 0.444 1.661
C -1.4763 0.1160 1.4217 -2.158 -2.367 -0.029
C -1.2949 0.1251 2.8173 0.104 0.093 -0.467
C -1.7628 -0.9301 3.5710 -0.890 -1.760 0.391
C -0.5592 1.2220 3.4993 0.382 -0.176 4.204
O -0.4523 1.2326 4.7823 -0.337 0.073 -4.518
C 0.0274 2.2775 2.6465 -1.048 -0.971 -0.609
C 0.6762 3.3453 3.2383 -0.371 -0.171 0.357
C 1.2912 4.3323 2.5009 -1.101 -0.600 -0.041
C 1.0709 4.3290 1.1194 0.444 -0.109 0.823
C 0.3120 3.3069 0.5303 0.428 -0.853 -0.230
C -0.1836 2.1824 1.2420 1.506 3.270 0.774
C -0.8831 1.0908 0.5621 0.857 -0.259 -1.669
O -0.8611 0.9067 -0.6579 0.008 0.927 0.957
H -2.7837 -2.8587 3.5697 -0.153 0.219 0.183
H -3.3991 -2.6870 1.1987 0.012 -0.205 -0.132
H -2.5417 -1.0400 -0.2265 0.438 0.698 -0.228
H -1.5873 -1.0141 4.6333 0.245 0.477 0.070
H 0.6040 3.4507 4.3107 0.397 -0.453 0.109
H 1.8105 5.0573 3.1101 0.236 0.417 -0.713
H 1.5802 5.1346 0.6115 -0.300 -0.100 -0.803
H 0.2016 3.2508 -0.5426 -0.080 0.293 -0.181
C 5.1727 -1.0860 8.4667 -0.400 0.892 -1.049
C 4.0332 -1.6660 8.9760 1.009 -0.979 0.170
C 2.8082 -1.0565 8.9582 -0.947 0.612 0.225
C 2.6390 0.1979 8.3858 1.177 1.203 -0.832
C 3.8334 0.8150 7.8288 -1.741 0.560 0.074
C 5.0384 0.1622 7.8350 0.781 -0.984 0.610
C 3.7858 2.2065 7.2116 2.104 -0.547 -0.952
O 4.7987 2.7102 6.6807 -2.297 -0.961 1.379
C 2.4726 2.8572 7.1824 -2.014 1.493 -1.078
C 2.3702 4.1593 6.5801 1.604 -1.343 1.155
C 1.1964 4.8111 6.3972 -0.467 0.005 -0.790
C 0.0041 4.1884 6.7223 0.352 -0.234 0.693
C 0.0584 2.9938 7.4327 -0.045 -0.275 0.011
C 1.2483 2.2439 7.5923 0.997 1.176 0.082
C 1.2855 0.9146 8.2982 0.192 -0.550 0.686
O 0.3039 0.4301 8.8293 0.480 0.360 -0.478
H 6.1346 -1.5755 8.4287 -0.054 -0.181 0.210
H 4.0815 -2.6726 9.3644 0.097 -0.048 0.263
H 2.0293 -1.5946 9.4780 -0.527 0.273 -0.328
H 5.9154 0.5768 7.3604 -0.126 0.410 -0.008
H 3.2759 4.6839 6.3140 0.321 -0.297 -0.058
H 1.2408 5.7685 5.8994 -0.307 0.195 0.039
H -0.9345 4.6595 6.4701 -0.180 0.018 0.358
H -0.8606 2.6999 7.9180 -0.036 -0.728 -0.223
C -1.7008 -6.6789 -4.5154 0.431 -0.774 -0.328
C -0.6715 -6.8372 -5.4419 -0.285 -1.803 0.872
C 0.2685 -5.8987 -5.6670 0.506 1.232 -0.189
C 0.1654 -4.6395 -5.0422 -0.299 -0.897 0.201
C -0.9077 -4.4443 -4.1440 -0.622 -0.283 -0.125
C -1.8461 -5.4940 -3.8763 0.561 1.432 -0.144
C -1.1093 -3.1027 -3.5440 -0.558 0.899 1.097
O -1.9968 -2.8388 -2.7019 1.970 -0.709 -1.876
C -0.1576 -2.0229 -4.0465 0.342 1.463 0.576
C -0.3069 -0.7029 -3.4810 -2.180 -3.530 -0.040
C 0.3539 0.3155 -3.9814 3.737 3.191 -1.299
C 1.3887 0.1908 -4.9637 -2.020 -1.411 0.184
C 1.5970 -1.0837 -5.4636 0.601 0.499 -0.137
C 0.8783 -2.1964 -5.0077 -1.143 -0.562 1.435
C 1.1834 -3.6074 -5.4027 1.337 0.481 -2.189
O 2.1594 -3.8738 -6.1323 -1.964 0.343 1.777
H -2.3078 -7.5246 -4.2277 -0.258 -0.003 -0.234
H -0.4642 -7.8264 -5.8224 -0.347 -0.113 -0.373
H 1.0634 -6.1731 -6.3446 0.258 0.536 0.050
H -2.7062 -5.4030 -3.2296 0.252 0.578 0.341
H -1.0725 -0.5037 -2.7457 0.004 -0.311 0.222
H 0.2975 1.3005 -3.5422 -0.571 -0.017 0.140
H 1.8467 1.0419 -5.4457 0.185 0.087 0.366
H 2.3527 -1.1643 -6.2308 0.051 -0.573 -0.069
```
Forces are in eV/Å.

total energy	-6409.19791	Eh
HOMO-LUMO gap	6.403	eV
molar mass	1980.42	g mol⁻¹
max |F|	0.0989	hartree/bohr
total charge	0